Entry 1:
{"formula": "C14H20N2O16P3Ti", "method": "ωB97M-V/def2-TZVPD", "energy_ha": -3733.02158, "homo_ev": -6.435, "charge": -1, "max_force_ev_per_a": 3.8, "gap_ev": 7.507, "elements": ["Ti", "O", "C", "C", "C", "N", "C", "C", "C", "O", "O", "C", "O", "O", "H", "H", "H", "O", "P", "O", "O", "O", "P", "O", "O", "O", "H", "H", "O", "C", "N", "C", "C", "O", "P", "O", "C", "C", "O", "C", "C", "H", "H", "H", "H", "H", "H", "H", "H", "H", "H", "H", "H", "H", "H", "H"], "xyz": [[12.427505, 11.310824, 7.203870], [12.284424, 6.560001, 3.176769], [12.266462, 7.520977, 4.157894], [11.404898, 7.579701, 5.236780], [11.473560, 8.773574, 5.985094], [12.328175, 9.723886, 5.864238], [13.250535, 9.650164, 4.810013], [13.247074, 8.529962, 3.956856], [14.103925, 10.918072, 4.788468], [14.797522, 11.300251, 3.866626], [13.903141, 11.575643, 5.950372], [10.621394, 8.948504, 7.230651], [9.741373, 8.186343, 7.586953], [10.986412, 10.046442, 7.956309], [11.691704, 5.835114, 3.299882], [10.642010, 6.882757, 5.568272], [13.900632, 8.558455, 3.063627], [8.924390, 12.220002, 8.506405], [10.173138, 13.247978, 8.637594], [9.926037, 14.268143, 9.706658], [11.499369, 12.451127, 8.564728], [10.064663, 14.093295, 7.179743], [10.377386, 13.489953, 5.668497], [8.930254, 12.987699, 5.208111], [11.162614, 14.398396, 4.801559], [11.187549, 12.180217, 5.968661], [9.182027, 11.345450, 8.045372], [8.233264, 13.400433, 5.786708], [15.419990, 10.305657, 10.010215], [14.576992, 10.367855, 9.210415], [13.606248, 10.415580, 8.504337], [9.060221, 11.728147, 12.084535], [8.948106, 10.501502, 11.231720], [8.411031, 9.347036, 12.015328], [8.333096, 7.865508, 11.281229], [7.025690, 7.934086, 10.326268], [6.744206, 7.203695, 9.135268], [5.975007, 5.909194, 9.316255], [7.636373, 7.209628, 12.630448], [7.314119, 5.806362, 12.721524], [6.789743, 5.629396, 14.142121], [9.485361, 12.578580, 11.506861], [9.723923, 11.489065, 12.913893], [8.099439, 12.021713, 12.417024], [9.893700, 10.211794, 10.806352], [8.238673, 10.646937, 10.403332], [7.645588, 7.102932, 8.468124], [6.080980, 7.909029, 8.565688], [6.592005, 5.123838, 9.693807], [5.519996, 5.584026, 8.364229], [5.102431, 6.093571, 9.979384], [8.214601, 5.173833, 12.655500], [6.655357, 5.524611, 11.878975], [7.577640, 5.914492, 14.906213], [6.452122, 4.606170, 14.279304], [5.917804, 6.178962, 14.346133]], "atomic_forces_ev_per_a": [[-1.8, 0.0, 0.8], [0.8, 1.2, 0.4], [0.5, -0.5, -1.0], [0.1, 1.4, 0.1], [-1.2, -2.1, 1.3], [2.6, 0.0, -2.8], [-1.3, -1.0, 0.6], [-0.1, 2.0, 0.4], [0.0, 1.2, 0.6], [-0.8, -0.9, 1.0], [0.1, -0.5, -1.0], [-0.1, 1.7, 2.3], [0.7, 0.3, -0.8], [-0.4, -1.8, -2.5], [-0.8, -0.5, 0.5], [0.2, -0.1, -0.4], [-0.5, -0.3, 0.8], [1.2, -1.4, -0.9], [-0.7, 1.9, -0.3], [0.6, -1.9, -1.3], [0.2, 0.5, -0.2], [0.3, -1.0, -0.5], [2.2, 0.1, 1.5], [-0.9, 0.8, 0.6], [-1.6, -0.4, 0.5], [-0.2, -0.2, 0.1], [-0.2, 1.8, 1.1], [1.0, -0.6, -0.8], [1.1, -0.1, 0.4], [-1.5, 0.1, -0.1], [0.5, 0.5, -0.6], [1.1, -0.1, -0.5], [-1.2, -1.1, -0.5], [0.0, 0.0, -1.0], [0.6, 0.1, 1.0], [-0.7, 0.1, 0.1], [0.0, 1.4, -1.8], [-1.1, 0.7, 0.0], [0.2, -0.4, -0.2], [0.6, 0.8, 0.3], [1.1, -0.8, 0.1], [-0.2, -0.6, 0.3], [-0.1, 0.3, 0.2], [-1.0, 0.3, 0.6], [0.5, -0.1, -0.2], [0.3, 0.1, 0.2], [-0.5, -0.1, 1.0], [0.5, -0.6, 0.4], [0.3, -0.6, 0.4], [0.5, 0.2, 0.2], [0.6, -0.2, -0.1], [0.0, 0.3, -0.3], [-0.1, 0.0, 0.7], [-0.9, -0.5, -1.0], [0.4, -0.4, 0.2], [-1.0, 1.2, 0.1]]}

Entry 2:
{"formula": "C17H40FeN5O6", "method": "ωB97M-V/def2-TZVPD", "energy_ha": -2660.00381, "homo_ev": [-8.836, -11.383], "charge": 1, "max_force_ev_per_a": 8.6, "multiplicity": 9, "gap_ev": [6.158, 4.518], "elements": ["Fe", "C", "C", "O", "H", "H", "H", "H", "H", "C", "O", "N", "C", "C", "H", "H", "H", "H", "H", "H", "H", "C", "O", "N", "C", "C", "H", "H", "H", "H", "H", "H", "H", "C", "O", "N", "C", "C", "H", "H", "H", "H", "H", "H", "H", "C", "O", "N", "C", "C", "H", "H", "H", "H", "H", "H", "H", "C", "O", "N", "C", "C", "H", "H", "H", "H", "H", "H", "H"], "xyz": [[2.785291, 2.944498, 0.320171], [1.722981, -1.152482, -0.238389], [0.983491, -0.041842, 0.531881], [1.581121, 1.194878, 0.414511], [2.648851, -1.571092, 0.156121], [1.907111, -0.732122, -1.227069], [1.004551, -1.966042, -0.138019], [0.754721, -0.329222, 1.558121], [0.029951, 0.115568, 0.027801], [-0.194609, 3.156288, 3.149361], [0.635271, 3.159668, 4.025261], [-1.291749, 2.425498, 3.232401], [-1.567889, 1.421368, 4.308311], [-2.115109, 2.354268, 2.083131], [-0.076399, 3.675348, 2.185621], [-1.494329, 0.413558, 3.899651], [-2.605659, 1.418398, 4.641651], [-0.945669, 1.620488, 5.180831], [-1.593559, 1.535998, 1.586631], [-3.132799, 2.114288, 2.391061], [-2.123899, 3.260678, 1.477791], [-0.333289, -1.463302, -5.938369], [-0.699139, -0.257082, -5.974519], [0.162151, -2.052662, -4.815069], [0.919591, -3.268262, -4.895089], [0.110371, -1.368802, -3.494469], [-0.319389, -2.140942, -6.806019], [0.740321, -3.680772, -5.887959], [0.563721, -3.996312, -4.166109], [1.969151, -3.259942, -4.601079], [-0.695929, -1.825952, -2.920879], [1.072241, -1.539122, -3.010849], [-0.007809, -0.304592, -3.698379], [2.165991, 3.049638, -2.875219], [2.617461, 3.092198, -1.755059], [0.893881, 2.766878, -3.130009], [0.358391, 2.541858, -4.411679], [-0.169499, 2.864418, -2.021249], [2.822551, 2.873218, -3.741249], [-0.143919, 3.446618, -4.754019], [-0.419799, 1.784688, -4.315649], [1.099591, 2.193398, -5.130909], [0.150251, 3.361878, -1.105609], [-0.778359, 3.658778, -2.452979], [-0.777669, 1.973618, -1.864069], [2.719491, 0.351128, 4.199861], [2.829451, 1.098258, 5.194911], [3.420471, -0.786362, 4.036201], [3.204781, -1.829412, 3.060521], [4.556641, -0.976752, 5.055801], [1.973671, 0.345988, 3.389971], [4.094671, -2.013792, 2.458681], [2.347841, -1.813392, 2.387091], [3.104101, -2.745832, 3.642011], [4.309351, -1.847152, 5.663531], [5.435221, -1.041442, 4.413911], [4.514891, -0.187412, 5.806331], [-3.787349, -3.045452, -0.457689], [-4.538139, -3.816442, -0.960299], [-4.186769, -1.839802, 0.082051], [-5.508589, -1.532262, 0.372191], [-3.204429, -1.245742, 1.041301], [-2.691179, -2.943972, -0.475069], [-5.828459, -0.494032, 0.460801], [-5.779459, -1.969232, 1.333331], [-6.168239, -1.897522, -0.414919], [-3.475829, -0.212142, 1.256021], [-3.365959, -1.730012, 2.004361], [-2.188729, -1.294632, 0.648771]], "atomic_forces_ev_per_a": [[-0.4, -0.5, -0.8], [-0.5, 0.4, 0.3], [0.7, -0.1, 0.2], [0.7, 0.5, 0.2], [0.1, 0.7, 0.4], [-0.2, -0.7, -0.2], [0.0, -0.3, -0.9], [0.1, 0.2, 0.2], [-0.5, -0.1, -0.3], [1.2, -0.4, 1.3], [0.9, 0.6, 0.0], [-1.8, -0.2, 1.7], [0.0, 0.8, -0.6], [-0.1, -0.9, -0.3], [-0.1, 0.3, -0.1], [0.8, -0.2, 0.0], [-0.2, 0.8, -0.1], [0.2, -0.2, -0.4], [-1.1, -0.4, -1.4], [0.0, -0.1, -0.4], [0.1, 0.0, 0.1], [0.0, 2.7, 0.8], [0.5, -2.9, 0.0], [0.1, 1.0, 0.5], [-0.7, -1.3, 0.3], [0.5, -0.6, -1.6], [-0.1, 0.3, 0.0], [0.5, -0.2, 0.1], [-0.6, -0.2, -0.1], [0.3, 0.9, -0.6], [0.0, 0.3, 0.2], [-0.1, 0.0, 0.1], [-0.3, -0.1, 0.3], [4.9, 2.0, -6.7], [1.9, -0.4, 7.6], [-7.7, -1.9, 2.3], [0.0, -0.9, -0.2], [0.8, 1.5, -1.6], [-0.2, -0.1, 0.3], [0.1, 0.4, -0.2], [-0.2, -0.1, -0.3], [0.1, 0.3, 0.1], [0.7, -0.7, -0.1], [-0.7, -0.2, -0.1], [0.4, -0.1, -0.3], [-0.2, 0.1, 2.1], [-0.5, -1.2, -2.8], [1.5, 0.8, 1.6], [0.7, -1.0, 0.7], [-1.9, -0.4, -1.2], [-0.5, 1.1, 0.1], [0.2, 0.3, -0.2], [-0.1, 0.8, 0.4], [-0.2, -0.3, -0.1], [0.5, -0.5, -0.5], [0.4, -0.1, 0.8], [0.3, 0.4, -0.8], [-0.4, 2.7, 0.0], [-0.1, -1.4, -0.5], [3.1, 1.1, 0.6], [-2.8, -0.3, 0.3], [-1.5, 0.0, -0.3], [0.4, -1.3, -0.2], [1.0, 0.4, -0.1], [-0.4, -0.3, 0.1], [0.1, -0.5, 0.2], [0.1, 0.1, -0.5], [0.7, -0.3, 0.2], [0.0, -0.2, 0.2]]}

Entry 3:
{"formula": "C3H9NOS", "method": "ωB97M-V/def2-TZVPD", "smiles": "OCNCCS", "energy_ha": -647.84108, "homo_ev": -9.064, "charge": 0, "max_force_ev_per_a": 2.4, "gap_ev": 9.881, "elements": ["O", "C", "N", "C", "C", "S", "H", "H", "H", "H", "H", "H", "H", "H", "H"], "xyz": [[-2.228903, -0.997377, -2.544918], [-1.925300, -0.097610, -1.494085], [-0.866026, -0.641411, -0.685030], [0.306299, 0.041328, -0.225289], [0.452005, 0.277834, 1.295376], [2.134443, 0.675798, 1.780566], [-1.891599, -1.870082, -2.318597], [-1.460063, 0.760942, -2.004270], [-2.820818, 0.323783, -0.998697], [-1.241331, -1.303718, -0.016240], [1.226714, -0.410357, -0.623251], [0.468817, 1.013716, -0.722978], [-0.067026, 1.218559, 1.467888], [-0.024629, -0.549508, 1.825688], [1.910765, 1.925683, 2.209341]], "atomic_forces_ev_per_a": [[-0.8, -0.1, 0.0], [1.8, 1.2, -1.0], [-1.2, -0.7, 0.8], [1.7, 0.9, -0.8], [-1.0, 0.7, -1.1], [0.5, -0.3, 0.1], [0.1, 0.2, 0.1], [-0.2, 0.1, 0.2], [0.1, -0.9, 0.1], [0.3, 0.1, 0.1], [-0.1, -0.8, 0.4], [-0.9, 0.0, 0.2], [-0.5, -0.4, 0.5], [0.4, 0.2, 0.3], [-0.1, -0.1, 0.0]]}